(1)
DFT (ωB97M-V/def2-TZVPD) results for 13 unconnected molecules or ions with the total composition C24H63BrN3O9.

Last column: Mulliken charge in e.
CARTESIAN COORDINATES (ANGSTROEM)
Br 12.53804 11.37546 11.15206  -0.113
C 14.61670 15.14193 11.72832  -1.054
C 13.94342 15.08276 10.34348  0.535
O 12.59702 14.77937 10.57608  -0.559
H 15.65944 15.45904 11.71326  0.368
H 14.41840 14.31564 12.41098  0.117
H 14.15236 15.94832 12.29598  0.372
H 14.36020 14.23779 9.79536  -0.374
H 14.00540 16.05954 9.86374  0.346
H 12.52930 13.82581 10.66410  0.083
C 16.67706 11.73826 7.23122  -1.516
C 15.72514 11.82239 8.46580  0.304
O 15.05442 10.60298 8.65016  -0.059
H 17.06152 12.71264 6.92978  0.390
H 16.14585 11.19553 6.44934  0.304
H 17.57987 11.14673 7.38328  0.347
H 14.88486 12.49591 8.29738  0.089
H 16.30902 12.11552 9.33832  0.106
H 14.35988 10.80149 9.28244  -0.200
C 16.57978 11.77527 12.40026  -0.869
C 15.96142 10.39591 12.58064  0.117
O 14.88366 10.54415 13.41854  -0.134
H 16.65436 12.35918 13.31764  0.322
H 15.84146 12.37646 11.86964  -0.210
H 17.54708 11.74792 11.89858  0.456
H 16.70556 9.73707 13.02818  0.275
H 15.57616 9.97194 11.65332  0.003
H 14.15460 10.93450 12.93100  -0.332
C 15.23734 7.31653 15.51652  -1.029
C 14.02904 8.14338 15.82498  0.131
O 14.42816 9.50973 15.94696  -0.578
H 15.90518 7.35359 16.37717  0.307
H 15.81830 7.74964 14.70226  0.179
H 15.14476 6.26821 15.23270  0.350
H 13.62328 7.75358 16.75852  0.431
H 13.22122 8.02977 15.10208  -0.121
H 14.66322 9.79438 15.06078  0.410
C 13.48014 6.72828 11.07564  -0.867
C 13.17946 7.29588 12.50068  0.295
O 12.05252 8.09719 12.46508  -0.191
H 14.33928 6.07028 10.94520  0.483
H 13.73744 7.56621 10.42774  -0.181
H 12.66084 6.10909 10.71032  0.341
H 13.98234 7.95313 12.83456  -0.267
H 13.20878 6.49578 13.24032  0.466
H 12.18380 8.88707 11.93550  -0.156
C 8.02036 9.25193 13.49958  -0.973
C 8.61862 8.67037 12.23460  0.285
O 9.40108 7.56694 12.52644  -0.542
H 7.73596 10.23330 13.11994  0.201
H 8.71682 9.47590 14.30758  0.176
H 7.10294 8.77238 13.84088  0.341
H 9.21817 9.36537 11.64670  -0.096
H 7.77634 8.27088 11.66972  0.297
H 10.31840 7.84883 12.50066  0.418
C 11.40310 11.36959 16.03554  -1.127
C 11.73932 12.23806 14.85302  0.506
O 10.75130 12.21295 13.82348  -0.159
H 12.23334 11.33867 16.74112  0.358
H 11.20350 10.37992 15.62466  0.074
H 10.53702 11.75831 16.57116  0.393
H 12.66050 11.83369 14.43348  -0.247
H 11.93490 13.25377 15.19680  0.252
H 11.20648 11.92347 13.02938  -0.245
C 10.56200 7.28889 7.94024  -1.366
C 10.69430 8.01030 9.25438  1.177
O 10.17014 9.34144 9.13832  -0.544
H 10.74520 6.22212 8.06885  0.366
H 11.37364 7.67903 7.32612  0.214
H 9.58292 7.41534 7.47814  0.372
H 11.76016 8.05959 9.47702  -0.463
H 10.21299 7.53057 10.10660  0.122
H 10.52368 9.81086 9.89744  0.050
C 6.63006 14.41523 13.57586  -1.382
C 7.94414 13.61924 13.37110  0.452
O 8.20718 12.92027 14.55200  -0.554
H 5.85996 13.67591 13.79594  0.325
H 6.34550 14.88828 12.63598  0.358
H 6.66182 15.10871 14.41620  0.314
H 8.69946 14.34348 13.06604  0.308
H 7.91036 12.86012 12.58962  -0.209
H 9.11837 12.64574 14.42564  0.439
C 8.63637 13.04972 9.36338  0.036
C 8.22946 14.39568 9.83998  0.179
N 7.96244 15.48629 10.19178  -0.502
H 9.67594 13.05756 9.03579  -0.055
H 7.98596 12.74701 8.54276  0.386
H 8.41192 12.35684 10.17433  -0.024
C 11.72940 11.98598 7.01986  -0.213
C 12.69806 11.23524 6.19898  0.157
N 13.44580 10.61082 5.58618  -0.510
H 10.82106 11.40120 7.16502  0.196
H 11.44530 12.93382 6.56268  0.458
H 12.17916 12.15388 7.99844  -0.064
C 14.83576 7.78748 7.50682  -0.086
C 14.23990 6.43927 7.32646  0.140
N 13.80196 5.35318 7.19378  -0.532
H 14.83902 8.40918 6.61150  0.296
H 15.86666 7.59021 7.80080  0.364
H 14.35826 8.24927 8.37102  -0.230

Values from the calculation:
spin multiplicity: 1
lowest unoccupied orbital energy: 0.0901 Eh
total charge: -1
orbital gap: 9.60 eV
F_max: 3.448 eV Å⁻¹

(2)
DFT (ωB97M-V/def2-TZVPD) results for a molecular structure, C3H5N2OP.

Last column: Mulliken charge in e.
CARTESIAN COORDINATES (ANGSTROEM)
C -0.88795 0.29154 -1.29011  -0.384
C 0.40351 0.74200 -1.23716  0.130
C -1.53098 0.08159 -0.12241  0.083
N -0.99713 0.01275 1.04482  -0.462
N 1.28603 -0.94983 1.73631  -0.443
O 1.03174 1.29358 -0.33389  -0.556
P 0.44160 0.49611 1.61240  0.324
H -1.42840 0.05963 -2.26787  0.253
H 0.98621 0.63392 -2.20378  0.294
H -2.69505 -0.08056 -0.12792  0.260
H 1.17778 -1.89461 1.34916  0.275
H 2.21265 -0.68612 1.84044  0.227

Values from the calculation:
spin multiplicity: 1
lowest unoccupied orbital energy: 0.0167 Eh
orbital gap: 8.97 eV
F_max: 4.404 eV Å⁻¹

(3)
DFT (ωB97M-V/def2-TZVPD) results for a molecular structure, C16H25CaClS3Se.

Last column: Mulliken charge in e.
CARTESIAN COORDINATES (ANGSTROEM)
Ca 0.79543 0.72524 -0.73340  1.003
C -4.09120 0.42559 -0.57582  -0.741
C -3.33684 -0.58106 0.28129  -0.913
S -1.57701 -0.87715 -0.03705  0.138
C -1.46915 -2.11731 -1.34747  -0.453
C -1.48738 -1.65460 -2.80358  -0.748
S -0.69192 -0.07390 -3.18054  -0.149
C -1.93530 1.20755 -2.82907  -0.150
C -3.36697 0.97642 -3.27861  -1.027
S -4.39715 -0.13301 -2.26914  -0.149
H -3.59006 1.39261 -0.58816  0.350
H -5.06932 0.58621 -0.11859  0.461
H -3.82661 -1.55519 0.24541  0.359
H -3.35328 -0.25174 1.32233  0.442
H -2.24668 -2.86260 -1.17116  0.537
H -0.49855 -2.57095 -1.14226  0.175
H -2.49560 -1.63244 -3.20386  0.357
H -0.91504 -2.37145 -3.39499  0.443
H -1.53497 2.07202 -3.36141  0.488
H -1.90637 1.46723 -1.77004  0.144
H -3.39448 0.53818 -4.27812  0.400
H -3.86973 1.94291 -3.33620  0.506
Cl 0.53471 3.07382 0.55891  -0.242
C 0.69873 3.08653 -1.34778  -1.129
H 1.56127 3.73917 -1.49638  0.279
H -0.18224 3.66319 -1.63941  0.200
C 2.41254 0.78042 4.66420  -1.519
C 2.42976 0.19162 3.28030  0.405
C 3.00971 0.85629 2.21920  -0.854
C 3.03109 0.31408 0.92919  0.967
C 3.76905 1.07236 -0.14732  -1.253
C 2.42590 -0.93371 0.68489  -0.741
Se 2.33270 -1.64037 -1.10458  -0.072
C 1.84892 -1.63030 1.77212  1.285
C 1.24202 -2.98986 1.58424  -1.363
C 1.86580 -1.05977 3.03264  -0.905
H 2.88620 1.76114 4.67906  0.349
H 2.94192 0.13830 5.37045  0.348
H 1.39064 0.89448 5.03038  0.333
H 3.46629 1.82595 2.38340  0.239
H 4.29525 1.91999 0.28988  0.387
H 3.15159 1.49067 -0.95574  0.242
H 4.47715 0.41758 -0.65598  0.352
H 1.92360 -3.65032 1.04762  0.349
H 0.33073 -2.93145 0.98545  0.121
H 0.98885 -3.43175 2.54772  0.403
H 1.42600 -1.61062 3.85801  0.347

Values from the calculation:
spin multiplicity: 1
lowest unoccupied orbital energy: 0.0094 Eh
orbital gap: 7.46 eV
F_max: 0.236 eV Å⁻¹

(4)
DFT (ωB97M-V/def2-TZVPD) results for a molecular structure, C7H12AgO4.

Last column: Mulliken charge in e.
CARTESIAN COORDINATES (ANGSTROEM)
C 0.06485 2.17535 1.53382  -1.235
C -0.36783 1.99311 2.95466  -0.076
O -1.83120 2.13840 3.06159  -0.408
Ag -2.43998 2.31939 0.87910  0.132
H 0.91915 1.53420 1.27652  0.283
H -2.13144 1.81792 3.91702  0.235
H 0.43459 3.19100 1.32023  0.365
H 0.07224 2.72440 3.65391  0.291
H -0.14836 0.97456 3.32005  0.295
O 3.33348 -0.72093 -3.18455  -0.738
C 2.37460 -1.40043 -2.76774  0.603
O 2.35240 -2.61030 -2.46898  -0.720
O 1.27531 -0.63243 -2.40304  -0.254
C 0.42646 -1.11777 -1.37598  -0.621
C -0.51698 0.00069 -0.96297  -0.216
C -1.15575 -0.25650 0.37596  0.274
C -2.52047 -0.43429 0.50165  -1.224
H 1.02358 -1.46555 -0.51829  0.318
H -0.14971 -1.98298 -1.73813  0.230
H -1.28679 0.14160 -1.73734  0.264
H 0.02523 0.95962 -0.92224  0.295
H -0.51935 -0.70453 1.15156  0.298
H -2.92778 -0.65889 1.49496  0.284
H -3.13885 -0.57674 -0.39209  0.325

Values from the calculation:
spin multiplicity: 1
lowest unoccupied orbital energy: 0.0550 Eh
total charge: -1
orbital gap: 5.40 eV
F_max: 2.998 eV Å⁻¹

(5)
DFT (ωB97M-V/def2-TZVPD) results for a molecular structure, C18H37OP3SSn.

Last column: Mulliken charge in e.
CARTESIAN COORDINATES (ANGSTROEM)
Sn -0.03498 0.56885 0.09344  0.572
P -2.28751 -0.77506 1.65133  0.861
P -0.19867 2.18852 2.32717  0.757
P 1.38192 -1.47003 0.76459  0.768
H -2.80728 2.07521 -2.02285  0.323
C -2.51984 1.25317 -2.69076  -0.500
C -2.99375 0.00375 -2.54692  -0.336
H -3.97645 -0.19183 -2.12882  0.334
C -4.08906 -0.42189 1.80911  -1.549
C -2.05427 -1.07866 3.44802  -1.384
C -2.56396 -2.49095 1.06798  -1.151
C 0.87215 3.53299 1.72805  -1.185
C -1.46323 3.09214 3.25070  -1.302
C 0.80337 1.42065 3.64711  -1.268
C 1.18508 -2.75389 -0.55272  -0.886
C 1.31258 -2.32923 2.37037  -1.123
C 2.98787 -0.66425 0.66168  -1.083
H -1.71646 1.51281 -3.41579  0.336
H -2.44824 -0.90647 -2.89290  0.284
H -4.50470 -0.22765 0.81027  0.412
H -4.27621 0.44157 2.46383  0.442
H -4.58804 -1.29768 2.24299  0.531
H -2.20160 -0.14828 4.01497  0.385
H -1.06678 -1.49034 3.67110  0.308
H -2.81954 -1.80862 3.74824  0.524
H -3.01884 -2.44082 0.06564  0.373
H -3.27527 -2.94007 1.77990  0.522
H -1.63813 -3.08078 1.04607  0.317
H 1.33411 3.96706 2.62450  0.477
H 0.25722 4.29731 1.22949  0.374
H 1.65628 3.14865 1.05812  0.364
H -0.93793 3.50476 4.12573  0.511
H -2.26440 2.40251 3.57118  0.333
H -1.84684 3.90230 2.61989  0.467
H 1.04420 2.26275 4.31336  0.612
H 1.73539 0.98048 3.26176  0.339
H 0.21659 0.67657 4.20969  0.293
H 2.09034 -3.37250 -0.70765  0.477
H 0.94448 -2.26094 -1.52378  0.133
H 0.36225 -3.45077 -0.28544  0.341
H 2.18279 -3.01059 2.50510  0.499
H 0.41305 -2.95396 2.48524  0.371
H 1.35727 -1.59708 3.18897  0.301
H 3.76538 -1.32092 0.27755  0.460
H 3.28696 -0.32671 1.65186  0.397
H 2.97128 0.21379 -0.00435  0.287
C 2.30379 0.03012 -3.85996  1.111
C 3.56762 0.61062 -4.11388  -0.488
C 4.19770 0.47342 -5.33824  -0.755
C 3.62240 -0.27523 -6.36578  -0.293
C 2.37193 -0.83539 -6.14064  -0.608
C 1.70549 -0.69230 -4.90376  -0.259
S 1.61382 0.53842 -2.25823  0.155
H 0.39402 -0.24433 -1.87626  -0.023
H 3.99527 1.29192 -3.35947  0.374
H 5.16121 0.96120 -5.51658  0.422
H 4.12649 -0.42910 -7.32596  0.467
H 1.87178 -1.37612 -6.93935  0.435
H 0.68100 -1.06473 -4.74631  0.408
O -3.58104 2.47848 0.93932  -0.110
C -2.60003 1.89713 0.79210  -0.154

Values from the calculation:
spin multiplicity: 1
lowest unoccupied orbital energy (alpha / beta): -0.6118 / -0.6234 Eh
total charge: +4
orbital gap (alpha / beta): 3.57 / 2.79 eV
F_max: 4.559 eV Å⁻¹

(6)
DFT (ωB97M-V/def2-TZVPD) results for a molecular structure, C6H23BClN5O3V.

Last column: Mulliken charge in e.
CARTESIAN COORDINATES (ANGSTROEM)
V 0.47764 -31.80607 5.78513  1.319
B 0.48015 -33.73647 8.46065  0.299
H 1.02844 -34.66142 8.37073  -0.201
H -0.04280 -33.75985 9.40415  -0.169
H 1.04229 -32.81548 8.45561  -0.253
H -0.23302 -33.78305 7.65228  -0.362
Cl 1.66186 -28.76340 7.19968  -0.724
C 5.49215 -32.51677 3.37323  -1.490
C 4.18117 -31.64745 3.64359  0.317
C 3.41560 -31.02907 2.46496  -0.807
O 2.04935 -30.76917 2.97711  -0.227
C 1.53307 -29.46794 2.54415  -0.882
N 3.26868 -32.56753 4.39403  -0.382
H 5.93489 -33.01067 4.23819  0.417
H 6.33043 -31.97900 2.93029  0.373
H 5.33982 -33.24703 2.57849  0.392
H 4.52123 -30.78107 4.21093  0.243
H 3.35483 -31.62658 1.55535  0.340
H 4.00223 -30.13242 2.26499  0.374
H 2.13667 -28.70336 3.03322  0.377
H 0.63609 -29.14536 3.07280  0.246
H 1.57072 -29.25135 1.47655  0.343
H 3.06563 -33.32750 3.76053  0.246
H 3.92225 -33.05090 4.99344  0.215
C -1.98740 -33.99162 2.61916  0.668
O -1.29507 -33.84468 3.55480  -0.638
N -2.89861 -33.14649 2.22311  -0.404
N -1.69366 -34.94092 1.85545  -0.410
H -3.47284 -33.33178 1.41316  0.166
H -2.89814 -32.23524 2.65868  0.217
H -0.93718 -35.49774 2.22666  0.224
H -2.06192 -35.02332 0.91859  0.175
C -3.51540 -30.31520 7.60416  0.643
O -2.83277 -30.74805 6.71657  -0.647
N -4.33349 -29.30339 7.33252  -0.420
N -3.51434 -30.71287 8.79961  -0.359
H -4.94898 -29.00123 8.07413  0.144
H -4.42782 -28.96611 6.38519  0.207
H -4.04928 -30.31479 9.55821  0.182
H -3.17782 -31.65916 8.90630  0.247

Values from the calculation:
spin multiplicity: 4
lowest unoccupied orbital energy (alpha / beta): -0.0795 / -0.0534 Eh
orbital gap (alpha / beta): 5.88 / 6.62 eV
F_max: 7.396 eV Å⁻¹

DFT total energy (eV)
-118850.9052 -17507.4524 -145812.5415 -19640.2376 -65799.0100 -59067.0686